Entry 1:
152
Properties=species:S:1:pos:R:3 method="wB97M-V/def2-TZVPD" gap_ev=8.7188 max_force_ev_per_a=5.4 e_lumo_ev=-0.78 total_energy_ha=-4919.15991
Li 0.33701 4.81713 0.11575
O 2.01464 1.88336 -0.56062
C 0.91368 1.25977 -0.59697
O 0.74048 -0.06382 -0.56558
B -0.58488 -0.46295 -0.06191
O -1.32440 0.84136 -0.04897
C -0.49597 1.84776 -0.33877
O -0.77323 3.03876 -0.38393
O -0.42401 -1.10909 1.26996
C -0.97118 -2.36959 1.25486
O -1.02280 -3.17744 2.21620
C -1.57918 -2.56085 -0.15054
O -1.27236 -1.46517 -0.89172
O -2.21267 -3.60335 -0.47340
O 1.30733 4.10227 1.79573
C 1.84559 3.21551 2.42424
O 1.08242 2.43566 3.16918
C 1.79100 1.32577 3.63183
C 3.08593 1.44318 2.81419
C 3.31177 2.89894 2.59785
H 1.37090 0.44253 3.15066
H 1.88568 1.29106 4.71715
H 2.95202 0.98573 1.83394
H 3.94439 0.89969 3.20887
H 3.89747 2.99652 1.68378
H 3.83227 3.41018 3.40767
O 3.82026 -6.37339 -2.09867
C 2.94074 -5.64149 -1.67472
O 1.75682 -5.48778 -2.31550
C 0.98029 -4.43261 -1.73900
C 1.60198 -4.17689 -0.38395
C 2.95208 -4.92581 -0.33862
H -0.08682 -4.63004 -1.63704
H 1.07056 -3.56052 -2.38661
H 0.93109 -4.50050 0.41183
H 1.79627 -3.11769 -0.21530
H 3.11411 -5.64965 0.46007
H 3.79308 -4.23995 -0.44073
O -6.66866 0.79066 2.26226
C -6.02932 0.24853 1.32158
O -5.77769 -1.07034 1.26772
C -4.90763 -1.33734 0.24143
C -5.10422 -0.18903 -0.77013
C -5.44948 0.99122 0.18374
H -5.15479 -2.25931 -0.28486
H -3.95091 -1.47465 0.74534
H -5.84894 -0.36030 -1.54740
H -4.12258 -0.14629 -1.24199
H -6.20308 1.65722 -0.23652
H -4.58953 1.53488 0.57490
O 4.32126 -2.17575 1.64438
C 3.64242 -2.55661 2.53787
O 2.68184 -1.82731 3.02482
C 1.94023 -2.44594 4.04326
C 2.28338 -3.90889 3.93469
C 3.64590 -3.88582 3.27530
H 0.87649 -2.24832 3.91090
H 2.38940 -2.08023 4.96662
H 1.56034 -4.48837 3.36066
H 2.23091 -4.39369 4.90953
H 3.80107 -4.70007 2.56749
H 4.43272 -3.87558 4.02956
O -6.05879 -6.55157 0.31467
C -5.16678 -6.03153 0.97025
O -4.23712 -6.83260 1.68358
C -3.42850 -6.00706 2.57698
C -4.14382 -4.64621 2.56657
C -4.98936 -4.59861 1.27344
H -2.51882 -5.74641 2.03601
H -3.23634 -6.40938 3.57162
H -3.43835 -3.81852 2.63965
H -4.80859 -4.56661 3.42672
H -4.49673 -4.10532 0.43554
H -6.03691 -4.33606 1.42112
O -1.04385 -4.67267 -4.31739
C -2.03544 -4.94662 -3.66985
O -2.23690 -6.18542 -3.07271
C -3.48465 -6.25897 -2.37833
C -4.30310 -5.12233 -2.98791
C -3.33215 -4.12478 -3.55148
H -3.22553 -5.97139 -1.35938
H -3.90204 -7.26476 -2.42614
H -5.04186 -4.70356 -2.30457
H -4.82188 -5.48428 -3.87560
H -3.22679 -3.22000 -2.95283
H -3.64040 -3.79699 -4.54427
O -4.66721 2.55413 -2.92395
C -4.63547 3.56593 -2.23938
O -5.71195 4.28417 -2.09082
C -5.47615 5.44383 -1.33471
C -3.97401 5.48296 -1.17815
C -3.43098 4.08458 -1.44405
H -5.98385 5.28551 -0.38325
H -6.07055 6.22069 -1.81562
H -3.69051 5.77090 -0.16581
H -3.57151 6.11912 -1.96643
H -3.45749 3.47734 -0.53926
H -2.48437 4.07395 -1.98434
O 2.09771 5.44602 -0.47118
C 3.07367 5.09952 -1.03420
O 4.26721 4.95036 -0.41794
C 5.32523 4.48723 -1.29994
C 4.57787 3.82767 -2.42069
C 3.19216 4.57332 -2.41535
H 6.01251 3.80691 -0.79704
H 5.84144 5.34614 -1.72878
H 4.44108 2.74876 -2.34755
H 5.04392 4.00053 -3.39075
H 2.37786 3.85256 -2.48977
H 3.29212 5.33159 -3.19197
O -1.08788 1.02836 6.69744
C -1.64159 1.03775 5.59772
O -2.21570 -0.08751 5.03122
C -2.81909 0.21181 3.79214
C -2.12194 1.47690 3.35648
C -1.86360 2.18057 4.59922
H -3.87381 0.48409 3.83136
H -2.66670 -0.58968 3.06930
H -2.61512 2.13778 2.64366
H -1.16395 1.22260 2.90296
H -2.75105 2.73282 4.90833
H -0.97850 2.81500 4.55237
O -0.38550 5.34981 -1.92971
C -0.16362 6.05361 -2.87927
O -0.05529 7.35416 -2.63937
C 0.63659 8.06685 -3.61922
C 1.03821 6.97223 -4.68837
C 0.10436 5.78766 -4.31894
H 1.51981 8.47802 -3.13039
H -0.13742 8.66762 -4.09680
H 2.09203 6.69641 -4.65011
H 0.95331 7.38481 -5.69368
H 0.49168 4.78260 -4.48610
H -0.84039 5.73518 -4.86003
C 5.21697 0.55892 -0.52928
C 6.63356 0.98799 0.06007
C 7.45854 -0.22243 0.59722
F 7.70867 -1.17946 -0.24958
F 8.60772 0.19186 1.18655
F 7.22453 1.74694 -0.84954
F 6.36850 1.82458 1.11300
O 5.34784 -0.52585 -1.50996
C 4.06230 -0.97803 -1.94242
C 4.25492 -2.15163 -2.91888
F 4.87215 -3.17756 -2.32930
F 3.08979 -2.59488 -3.29247
F 3.42944 -1.36589 -0.84083
F 3.38329 0.01327 -2.55186
H 4.64975 1.43203 -0.85184
H 4.70266 0.08717 0.30800
H 6.91092 -0.66667 1.42840
H 4.76808 -1.77718 -3.80464

***

Entry 2:
14
Properties=species:S:1:pos:R:3 method="wB97M-V/def2-TZVPD" gap_ev="3.4664 / 9.2127" max_force_ev_per_a=4.6 total_charge=-1 multiplicity=2 e_lumo_ev="3.95 / 3.87" total_energy_ha=-395.10660
N -1.00908 0.15106 -0.11657
C -1.44771 -0.92553 -0.64484
N -2.01329 -1.89985 0.14382
H -1.10250 0.46119 0.88446
H 0.02232 0.75374 -0.56290
H -1.24231 -1.34654 -1.62758
H -1.88395 -2.86601 -0.16427
H -1.84613 -1.76570 1.14844
N 1.25084 1.17126 -0.73758
C 1.84954 1.14185 0.98590
O 3.04689 1.43638 0.91551
O 0.95980 0.89846 1.79925
H 1.41541 2.19422 -0.91003
H 2.00017 0.59548 -1.11360

***

Entry 3:
31
Properties=species:S:1:pos:R:3 method="wB97M-V/def2-TZVPD" gap_ev="6.2170 / 6.6101" max_force_ev_per_a=0.6 total_charge=+1 multiplicity=3 e_lumo_ev="-4.80 / -4.41" total_energy_ha=-2993.40176
V -0.54234 -0.00406 -0.53150
C -2.62053 2.51849 0.92041
C -2.13730 1.10456 0.97636
C -2.82967 0.06922 0.33620
C -2.40845 -1.26506 0.44284
C -1.28181 -1.59267 1.19395
C -0.57032 -0.56771 1.83448
C -0.97935 0.76139 1.70986
H -1.79095 3.22248 0.94710
H -3.25940 2.70221 1.78661
H -3.19288 2.70227 0.01384
H -3.68926 0.30578 -0.27734
H -2.95650 -2.03556 -0.08259
H -0.96040 -2.62167 1.28155
H 0.32046 -0.80315 2.40262
H -0.41417 1.54940 2.19203
S -1.31936 1.65863 -4.54798
C -0.97948 1.11425 -3.08120
S -1.30390 -0.59246 -2.54127
S -0.38481 2.03380 -1.69685
I 3.82852 -3.97019 -1.17626
C 3.23664 -2.06828 -0.64344
C 4.10485 -1.18047 -0.01092
C 3.66144 0.09224 0.30568
C 2.36244 0.44441 -0.01343
N 1.51874 -0.41482 -0.59003
C 1.94433 -1.64111 -0.91550
H 5.11694 -1.48229 0.22279
H 4.31761 0.80779 0.77922
H 1.97632 1.43756 0.18072
H 1.23259 -2.28499 -1.41797